*one*
18
Properties=species:S:1:pos:R:3 method="wB97M-V/def2-TZVPD" charge=0 homo_lumo_gap_ev=9.7 homo_ev=-9.02
H 2.139 0.417 2.368
S 0.419 -2.446 -0.460
H -0.618 -0.629 -1.756
O -1.893 1.992 -0.169
H 0.770 1.427 -1.721
H 1.560 -1.021 1.920
H 0.904 -2.349 0.832
C -1.091 2.005 -1.056
H -0.738 0.091 1.511
N 1.320 -0.112 2.184
H -1.635 -0.701 -0.262
N 0.239 1.514 -0.878
H 1.594 0.141 -0.190
C 0.450 0.321 -0.120
H -1.246 2.796 -1.914
H 0.203 1.588 1.458
C -0.479 -0.858 -0.617
C 0.221 0.470 1.348

*two*
18
Properties=species:S:1:pos:R:3 method="wB97M-V/def2-TZVPD" charge=0 homo_lumo_gap_ev=9.4 homo_ev=-8.68
H 0.264 2.328 -0.645
H 0.102 1.487 1.684
H 1.109 0.447 2.771
C -0.385 -0.504 -1.228
H -0.121 -0.491 -2.331
H -2.286 -0.343 -2.126
H 0.366 -3.136 0.850
C -1.782 0.212 -1.160
H -0.549 -1.499 -0.900
S 1.295 1.620 -1.026
N 0.772 0.078 -0.490
H 2.000 1.489 1.615
C 0.833 -0.138 0.892
H -1.893 1.292 -1.432
O 0.591 -2.322 0.378
N 0.850 -1.373 1.429
H -2.266 -0.126 -0.135
C 1.101 0.978 1.854

Which structure is the least stable? The one labeled *two*.